[1]
{"formula": "C3H10N4", "method": "wB97M-V/def2-TZVPD", "symbols": ["C", "C", "N", "C", "N", "N", "N", "H", "H", "H", "H", "H", "H", "H", "H", "H", "H"], "coordinates": [[0.208, -1.669, -0.968], [-1.940, -0.230, -0.633], [-0.598, -0.570, -0.189], [0.211, 0.300, 0.472], [2.248, 1.174, 0.953], [-0.370, 1.345, 1.125], [1.513, 0.148, 0.409], [3.220, 0.872, 1.025], [2.249, 1.965, 0.305], [0.348, 1.802, 1.680], [-1.245, 1.123, 1.576], [-2.435, -1.104, -1.069], [-2.558, 0.118, 0.202], [0.603, -1.225, -1.884], [-0.523, -2.439, -1.225], [0.985, -2.169, -0.385], [-1.916, 0.559, -1.394]], "smiles": "CN(C)/C(N)=N/N", "de_lowest_kcal_mol": 29.6, "gap_ev": 8.20, "e_tot_ev": -9232.299, "homo_ev": -7.2}

=====

[2]
{"formula": "C4H7N4OS", "method": "wB97M-V/def2-TZVPD", "symbols": ["C", "C", "C", "C", "N", "N", "N", "N", "O", "S", "H", "H", "H", "H", "H", "H", "H"], "coordinates": [[-3.169, -0.701, 3.112], [-0.203, 1.048, 0.211], [0.235, -1.233, -0.800], [-0.193, -0.383, 0.403], [-2.098, -1.392, 2.637], [-2.872, 0.012, 4.190], [-1.152, -1.117, 3.575], [-1.599, -0.322, 4.473], [-2.348, -0.121, -1.513], [-1.998, -0.111, -0.028], [-4.046, -0.709, 2.575], [-0.282, 1.885, 0.834], [-0.383, 1.435, -0.681], [0.041, -2.321, -0.661], [1.352, -1.260, -0.980], [-0.249, -0.931, -1.613], [-0.037, -0.864, 1.335]], "de_lowest_kcal_mol": 29.7, "gap_ev": 8.53, "charge": -1, "e_tot_ev": -23102.014, "homo_ev": -5.2}

=====

[3]
{"formula": "C5H13N2", "method": "wB97M-V/def2-TZVPD", "symbols": ["C", "C", "C", "C", "C", "N", "N", "H", "H", "H", "H", "H", "H", "H", "H", "H", "H", "H", "H", "H"], "coordinates": [[-1.562, -1.854, 0.188], [2.706, -0.317, 0.813], [-2.439, 0.327, -0.165], [1.301, 0.511, 0.674], [0.740, 0.436, -0.677], [0.206, 1.445, -1.213], [-1.430, -0.651, -0.161], [-0.581, -2.344, 0.443], [-2.385, -2.504, 0.357], [2.811, -0.616, 1.868], [3.505, 0.122, 0.328], [2.563, -1.343, 0.299], [-2.640, 0.580, 0.796], [-3.276, 0.169, -0.860], [-1.989, 1.185, -0.658], [1.272, 1.577, 1.051], [0.466, 0.132, 1.273], [0.917, -0.381, -1.349], [-0.212, 1.159, -2.108], [0.028, 2.367, -0.899]], "de_lowest_kcal_mol": 37.6, "gap_ev": [5.31, 8.29], "s_squared": 2.005, "charge": 1, "e_tot_ev": -8363.143, "spin_multiplicity": 3, "homo_ev": [-9.5, -14.8]}

=====

[4]
{"formula": "C18H53N7O9", "method": "wB97M-V/def2-TZVPD", "symbols": ["C", "C", "C", "O", "C", "N", "H", "H", "H", "H", "H", "H", "H", "H", "H", "H", "H", "C", "C", "C", "O", "C", "N", "H", "H", "H", "H", "H", "H", "H", "H", "H", "H", "H", "C", "C", "C", "O", "C", "N", "H", "H", "H", "H", "H", "H", "H", "H", "H", "H", "H", "C", "C", "O", "O", "H", "H", "H", "H", "H", "H", "C", "C", "O", "O", "H", "H", "H", "H", "H", "H", "C", "O", "N", "N", "H", "H", "H", "H", "C", "O", "N", "N", "H", "H", "H", "H"], "coordinates": [[-1.090, -4.986, -5.920], [-1.023, -3.939, -4.879], [-0.327, -2.622, -5.286], [-0.131, -1.815, -4.144], [0.877, -0.778, -4.147], [-2.417, -3.690, -4.346], [-0.122, -5.352, -6.262], [-1.396, -4.651, -6.911], [-1.770, -5.783, -5.618], [-0.380, -4.332, -4.092], [-0.817, -1.965, -6.004], [0.664, -2.820, -5.695], [1.899, -1.007, -4.451], [0.969, -0.420, -3.122], [0.635, 0.116, -4.722], [-2.896, -3.309, -5.149], [-2.812, -4.603, -4.170], [5.123, 3.859, 2.576], [4.267, 2.579, 2.291], [4.845, 1.679, 1.177], [4.890, 2.263, -0.131], [5.990, 3.025, -0.483], [4.199, 1.664, 3.411], [4.987, 4.579, 1.768], [6.175, 3.589, 2.490], [4.943, 4.328, 3.543], [3.308, 2.966, 1.948], [4.247, 0.785, 1.004], [5.833, 1.321, 1.465], [6.135, 3.911, 0.136], [5.889, 3.459, -1.478], [6.906, 2.436, -0.453], [3.606, 2.245, 3.986], [3.650, 0.848, 3.182], [-4.920, 3.850, -1.257], [-4.743, 2.483, -0.614], [-3.346, 1.981, -0.222], [-2.482, 2.003, -1.393], [-2.795, 1.163, -2.323], [-5.597, 2.529, 0.571], [-4.277, 3.863, -2.137], [-4.775, 4.643, -0.524], [-5.980, 3.916, -1.499], [-5.235, 1.734, -1.234], [-3.306, 1.172, 0.507], [-2.907, 2.702, 0.467], [-2.979, 0.171, -1.911], [-1.968, 1.003, -3.014], [-3.670, 1.526, -2.863], [-6.433, 3.084, 0.451], [-5.233, 2.870, 1.449], [3.005, -1.747, 5.425], [2.058, -1.578, 4.195], [2.796, -1.014, 3.064], [2.262, -2.000, 6.611], [3.546, -0.816, 5.595], [3.874, -2.401, 5.352], [1.210, -0.920, 4.384], [1.681, -2.575, 3.964], [2.681, -1.559, 2.282], [1.698, -2.763, 6.464], [0.438, 1.760, 0.451], [0.357, 0.812, 1.673], [-0.987, 0.508, 1.907], [0.013, 0.988, -0.753], [1.493, 2.004, 0.330], [-0.154, 2.667, 0.579], [0.843, 1.236, 2.551], [0.947, -0.077, 1.449], [-1.438, 0.042, 1.199], [-0.823, 1.425, -0.928], [-2.388, -1.851, 3.924], [-3.177, -2.604, 4.531], [-2.358, -0.535, 4.013], [-1.610, -2.320, 3.037], [-1.810, -0.077, 3.298], [-2.909, -0.074, 4.722], [-1.321, -1.690, 2.303], [-1.772, -3.299, 2.846], [-1.570, -1.808, -0.728], [-1.815, -1.404, 0.384], [-2.299, -2.668, -1.395], [-0.573, -1.577, -1.519], [-2.097, -2.971, -2.337], [-3.230, -2.744, -1.008], [-0.702, -1.933, -2.456], [-0.080, -0.707, -1.377]], "smiles": "COC[C@H](C)N.COC[C@H](C)N.COC[C@H](C)N.NC(N)=O.NC(N)=O.OCCO.OCCO", "gap_ev": 8.82, "e_tot_ev": -48380.436, "homo_ev": -8.4}

=====

[5]
{"formula": "C4H5N3", "method": "wB97M-V/def2-TZVPD", "symbols": ["C", "C", "C", "C", "H", "H", "H", "H", "H", "N", "N", "N"], "coordinates": [[1.023, 0.349, -1.731], [1.018, -0.111, -0.506], [-1.333, 0.371, 0.146], [-0.204, -0.642, 1.634], [1.940, 0.368, -2.324], [0.140, 0.691, -2.278], [1.979, -0.427, -0.020], [-1.562, 0.908, -0.754], [0.607, -1.141, 2.136], [-0.097, -0.142, 0.357], [-2.134, 0.201, 1.179], [-1.378, -0.424, 2.160]], "smiles": "C=Cn1cnnc1", "de_lowest_kcal_mol": 44.3, "gap_ev": 10.78, "e_tot_ev": -8697.891, "homo_ev": -10.0}